# 1
The following is a quantum chemistry calculation of one molecule with the formula C2H5P, from the OMol25 dataset.

ΔE to the lowest compared entry with this formula, charge and spin in eV: 0.294
Charge: 0
E_LUMO in eV: 0.496
DFT total energy in hartree: -420.49378
SMILES string: C=PC

Element x y z (Å)
C: -0.031 -1.548 -0.367
P: -1.049 -0.279 -0.272
C: -0.106 1.273 0.169
H: -0.297 -2.638 -0.443
H: 0.981 -1.546 0.013
H: 0.933 1.326 -0.352
H: -0.668 2.190 0.056
H: 0.236 1.223 1.196

=====

# 2
The following is a quantum chemistry calculation of one molecule with the formula C2H5P, from the OMol25 dataset.

ΔE to the lowest compared entry with this formula, charge and spin in eV: 0.647
Charge: 0
E_LUMO in eV: 1.185
DFT total energy in hartree: -420.48080
SMILES string: C1CP1

Element x y z (Å)
C: 0.326 -0.760 0.217
C: 0.317 0.745 0.210
P: -1.347 -0.045 -0.025
H: 0.593 -1.400 -0.725
H: 0.494 -1.193 1.275
H: 0.215 1.151 1.133
H: 0.790 1.171 -0.622
H: -1.388 0.330 -1.464

=====

# 3
The following is a quantum chemistry calculation of a 2-piece molecular cluster, C2H5P overall, from the OMol25 dataset.

ΔE to the lowest compared entry with this formula, charge and spin in eV: 0.424
Charge: 0
E_LUMO (alpha / beta) in eV: 0.104 / -1.254
DFT total energy in hartree: -420.36364
Spin multiplicity: 3

Element x y z (Å)
C: -0.907 0.710 1.936
C: 0.757 0.149 -1.444
P: 0.757 0.506 1.637
H: -1.337 0.501 2.889
H: -1.823 0.744 1.218
H: 0.381 1.052 -1.848
H: 1.727 0.066 -1.193
H: 0.132 -0.803 -1.593

=====

# 4
The following is a quantum chemistry calculation of C2H6Ag2ClO2 as an isolated structure, from the OMol25 dataset.

Charge: +3
E_LUMO (alpha / beta) in eV: -11.012 / -13.007
DFT total energy in hartree: -983.09587
Spin multiplicity: 3

Element x y z (Å)
Ag: 4.596 6.106 -1.863
Ag: 6.679 0.380 5.016
Cl: 4.495 1.906 0.769
C: -1.879 -0.228 -0.261
C: -1.306 -1.653 -0.353
O: -0.125 -1.628 -1.055
O: -3.270 -0.220 -0.139
H: -1.648 0.427 -1.100
H: -1.411 0.022 0.691
H: -2.001 -2.244 -0.950
H: -1.166 -2.158 0.603
H: 0.667 -1.213 -0.705
H: -3.632 0.504 -0.655